Record 1
C59H68N10O3 | ωB97M-V with the def2-TZVPD basis set

Each line ends with the Mulliken charge.
CARTESIAN COORDINATES (ANGSTROEM)
N -1.52947 -4.01505 4.31351  -0.21
C -0.43942 -3.29557 4.08417  0.09
C 0.52699 -3.05959 5.03998  -0.33
C 0.39752 -3.63793 6.30150  -0.81
C -0.75989 -4.38041 6.54705  -0.43
C -1.69489 -4.52786 5.53373  -0.52
H -0.38093 -2.83560 3.10140  0.36
H 1.40242 -2.44595 4.87382  0.58
H 1.18852 -3.54581 7.03108  0.46
H -0.94826 -4.80849 7.52276  0.39
H -2.60886 -5.09554 5.65886  0.41
N -6.49732 3.42884 -2.43965  -0.61
C -5.82737 3.34979 -1.29923  -0.51
C -5.01569 2.27218 -0.95740  -0.50
C -4.87953 1.22445 -1.85466  0.15
C -5.58979 1.28938 -3.06053  -0.22
C -6.33836 2.41161 -3.30801  -0.50
H -6.02815 4.16677 -0.61327  0.35
H -4.43077 2.19642 -0.04983  0.58
H -4.17836 0.42947 -1.63626  0.39
H -5.50388 0.51050 -3.80535  0.39
H -6.90955 2.50599 -4.22478  0.35
N -3.37392 -1.17661 -3.72194  0.14
C -3.67768 -2.34960 -4.27679  -0.45
C -2.90010 -2.86451 -5.32267  -0.55
C -1.75389 -2.19486 -5.73183  -0.76
C -1.42721 -1.00578 -5.10511  -0.28
C -2.30731 -0.51023 -4.14973  -0.20
H -4.57051 -2.84305 -3.91463  0.48
H -3.27681 -3.77135 -5.77903  0.41
H -1.15719 -2.65790 -6.50637  0.44
H -0.49927 -0.50621 -5.34610  0.33
H -2.11935 0.44275 -3.66591  0.52
N -3.71834 -1.97403 0.29442  0.06
C -3.04750 -2.66421 1.22664  -0.13
C -2.94566 -4.03636 1.26770  -0.82
C -3.70450 -4.74976 0.34038  -0.61
C -4.30702 -4.06682 -0.71019  -0.54
C -4.27555 -2.67550 -0.69366  -0.49
H -2.63273 -2.08003 2.04078  0.87
H -2.41988 -4.56565 2.04909  0.43
H -3.75023 -5.82980 0.40229  0.38
H -4.75191 -4.67581 -1.48592  0.40
H -4.71997 -2.10892 -1.50346  0.47
N 3.19384 -3.45755 2.58621  -0.49
C 2.80630 -2.18212 2.45070  -0.69
C 3.67754 -1.10442 2.44567  -0.13
C 5.03463 -1.32862 2.66182  -0.62
C 5.45206 -2.64869 2.73134  -0.45
C 4.50608 -3.67157 2.66617  -0.62
H 1.74274 -1.98802 2.35862  1.29
H 3.31323 -0.09805 2.29733  0.33
H 5.71908 -0.49422 2.62188  0.54
H 6.50678 -2.86934 2.82815  0.42
H 4.81079 -4.70764 2.74344  0.42
N 3.27134 1.59243 -5.60796  -0.66
C 2.05339 1.28623 -5.16404  -0.64
C 1.83144 0.54367 -4.01024  -0.20
C 2.93509 0.03652 -3.32376  -0.15
C 4.19699 0.36223 -3.78796  -0.67
C 4.31600 1.11315 -4.94745  -0.42
H 1.21367 1.64416 -5.74821  0.52
H 0.81814 0.45349 -3.63947  0.56
H 2.76081 -0.57986 -2.45040  0.92
H 5.06451 -0.02436 -3.26849  0.43
H 5.30515 1.33454 -5.33082  0.35
N 6.77949 0.42907 0.34020  -0.65
C 7.24486 1.65684 0.64969  -0.53
C 6.52693 2.78684 0.32012  -0.41
C 5.28872 2.73223 -0.30652  -0.71
C 4.79564 1.46855 -0.56440  0.36
C 5.56281 0.36301 -0.18652  -0.34
H 8.22203 1.69172 1.10871  0.39
H 6.98150 3.76108 0.47532  0.40
H 4.67019 3.59904 -0.49146  0.61
H 3.83773 1.26363 -1.02229  0.25
H 5.22979 -0.64272 -0.42274  0.67
N 0.56419 3.22414 0.47915  0.11
C -0.05897 3.88788 -0.50345  -0.37
C 0.45168 5.04177 -1.07972  -0.89
C 1.66001 5.52295 -0.60329  -0.27
C 2.32040 4.86048 0.42628  -1.25
C 1.73496 3.69581 0.90437  -0.14
H -0.98816 3.42327 -0.80389  0.75
H -0.11301 5.62109 -1.79736  0.43
H 2.05022 6.44712 -1.01327  0.40
H 3.23624 5.26991 0.82794  0.61
H 2.22874 3.04381 1.61409  0.65
N 2.07669 -3.63316 -3.35172  -0.65
C 2.86803 -3.46781 -2.27187  -0.56
C 2.38264 -3.20265 -0.99183  -0.32
C 1.01766 -3.19736 -0.84581  0.28
C 0.16610 -3.39407 -1.89781  -0.67
C 0.75372 -3.56787 -3.14849  -0.39
H 3.92832 -3.49258 -2.48997  0.43
H 3.05181 -3.05463 -0.15573  0.33
H 0.55339 -2.94182 0.10527  0.79
H -0.91140 -3.38219 -1.79764  0.43
H 0.10974 -3.75723 -3.99926  0.45
N 1.75080 2.32874 3.86956  -0.07
C 0.73014 1.47731 3.84632  -0.22
C 0.26878 0.79835 4.97705  -0.48
C 1.06338 0.83301 6.10184  -0.46
C 2.16513 1.67949 6.14427  -0.54
C 2.48020 2.39041 4.99525  -0.57
H 0.11546 1.47168 2.95164  0.63
H -0.61930 0.18060 4.92553  0.41
H 0.73031 0.27332 6.96913  0.46
H 2.80310 1.77991 7.01130  0.42
H 3.34495 3.04210 4.98757  0.40
C -0.68599 4.14622 -4.54188  -1.25
C -1.77552 3.59235 -3.61607  0.66
O -1.59196 2.57350 -2.99639  -0.14
C -2.99512 4.45136 -3.47655  -0.71
H -0.75952 3.87314 -5.59143  0.36
H 0.22518 3.72002 -4.11419  0.27
H -0.64006 5.22983 -4.43830  0.39
H -3.77955 3.87880 -2.97521  -0.18
H -3.37576 4.62687 -4.48512  0.41
H -2.78406 5.35528 -2.91009  0.32
C -1.05328 -0.03722 -0.75463  1.30
C -0.24483 -0.08783 0.51116  -0.12
O -0.73877 -0.42704 1.56249  -0.03
C 1.23626 0.16079 0.37859  1.63
H -1.00715 0.94115 -1.23422  -0.03
H -2.07167 -0.30765 -0.46853  -0.97
H -0.71405 -0.82482 -1.43287  -0.16
H 1.45710 0.84130 -0.43792  0.24
H 1.74461 -0.79367 0.21932  -0.49
H 1.55292 0.47548 1.37196  -1.66
C -4.69866 -0.55188 3.75967  -1.09
C -3.51290 0.22251 4.28399  0.95
O -2.88997 -0.17376 5.23775  -0.59
C -3.08906 1.42834 3.48287  -0.72
H -4.49638 -0.83210 2.72526  0.05
H -5.63900 -0.01202 3.88248  0.43
H -4.82450 -1.45841 4.35236  0.33
H -3.99862 1.94214 3.15880  0.51
H -2.55660 1.16221 2.56870  -0.15
H -2.49679 2.08875 4.11307  0.31

## Properties
orbital gap = 9.7756 eV
energy above the lowest of the compared OMol25 structures with the same formula, charge and spin = 0.00 kJ/mol
molecular weight = 965.260 g/mol
total energy = -3062.24473 hartree

Record 2
C7H10 | ωB97M-V with the def2-TZVPD basis set

Each line ends with the Mulliken charge.
CARTESIAN COORDINATES (ANGSTROEM)
C 2.39825 -0.34667 1.68082  -0.04
C 2.16632 0.01816 0.55559  -0.52
C 1.39280 0.07967 -0.69779  -0.34
C 0.17164 -0.73272 -0.25948  -0.34
C -1.15577 -1.00276 -0.89410  -0.65
C -1.06086 -0.08503 0.29960  0.23
C -1.34123 1.38563 0.09043  -1.54
H 2.45943 -0.74547 2.66861  0.37
H 1.14147 1.10396 -0.99471  0.24
H 1.93222 -0.36986 -1.54079  0.30
H 0.52200 -1.57941 0.32123  0.41
H -1.53099 -2.01269 -0.73929  0.25
H -1.41541 -0.56219 -1.84982  0.25
H -1.39219 -0.46028 1.26531  0.34
H -2.41182 1.57855 0.20684  0.38
H -0.80531 2.01868 0.80718  0.33
H -1.07056 1.71244 -0.91963  0.33

## Properties
orbital gap = 10.7112 eV
energy above the lowest of the compared OMol25 structures with the same formula, charge and spin = 291.78 kJ/mol
molecular weight = 94.157 g/mol
total energy = -272.60687 hartree
SMILES = C#CC[C@@H]1C[C@@H]1C

Record 3
C42H30I2N5NaOS | ωB97M-V with the def2-TZVPD basis set

Each line ends with the Mulliken charge.
CARTESIAN COORDINATES (ANGSTROEM)
Na -0.01248 -0.10706 0.48753  0.97
C 0.54364 -2.40269 -3.69899  -0.41
C 0.65483 -1.54105 -2.67055  -0.68
N -0.45150 -1.49711 -1.71728  1.62
C -0.90447 -2.84355 -1.40695  -0.34
C -1.07825 -3.72165 -2.51221  1.12
C -0.47142 -3.41465 -3.72411  -1.52
C -1.78387 -4.94869 -2.24959  -0.71
C -2.07967 -5.33543 -0.98640  -0.92
C -1.73620 -4.52852 0.14172  0.78
C -1.93286 -4.92886 1.45981  -0.53
C -1.61540 -4.07316 2.49608  -1.21
C -1.13835 -2.79790 2.16551  -0.04
N -0.93021 -2.37124 0.94230  0.73
C -1.17301 -3.22794 -0.09498  -0.67
H 1.31252 -2.40409 -4.46561  0.38
H 1.46812 -0.84936 -2.50542  0.06
H -0.58177 -4.07534 -4.57622  0.29
H -2.04808 -5.58065 -3.09216  0.34
H -2.58591 -6.27981 -0.80382  0.33
H -2.33192 -5.91891 1.66248  0.35
H -1.75222 -4.35557 3.53184  0.39
H -0.93598 -2.08195 2.95885  0.18
I -3.84436 0.83994 3.91900  -0.10
C -1.78351 0.88343 4.31835  -0.54
C -1.33164 1.14780 5.60553  -0.42
C 0.01582 1.17519 5.87336  -0.12
I 0.61234 1.61684 7.85744  -0.08
C 0.97111 0.91394 4.86583  0.77
C 2.37188 0.91974 5.03642  -0.71
C 3.19376 0.62408 3.98318  -1.26
C 2.62499 0.29915 2.73997  -0.45
N 1.32986 0.30071 2.54437  0.58
C 0.49856 0.61874 3.55571  0.16
C -0.93042 0.63982 3.21101  0.21
O -1.32629 0.44964 2.04085  -0.63
H -2.04829 1.33595 6.39339  0.31
H 2.78860 1.16759 6.00479  0.13
H 4.27037 0.64907 4.09503  0.40
H 3.23798 0.05566 1.87780  0.48
C -1.87381 2.98509 0.24129  -1.11
C -0.52761 3.58120 -0.05958  0.65
C -0.39120 4.99000 -0.01122  -0.72
C 0.78087 5.55656 -0.39989  -0.80
C 1.85278 4.74143 -0.82810  1.06
C 3.04380 5.30148 -1.33333  -0.85
C 4.03730 4.45977 -1.76564  -0.48
C 3.90779 3.07558 -1.64361  -0.57
C 2.78521 2.45519 -1.08367  0.51
S 2.78524 0.76067 -0.81309  -0.27
C 1.67250 3.32829 -0.74757  -1.04
N 0.47335 2.79304 -0.37928  0.31
H -2.61678 3.37392 -0.46087  0.40
H -2.19795 3.25111 1.25009  0.40
H -1.85558 1.90534 0.16271  -0.07
H -1.22547 5.59593 0.32359  0.42
H 0.90927 6.63485 -0.39638  0.33
H 3.14855 6.37978 -1.38935  0.29
H 4.94239 4.87546 -2.19811  0.32
H 4.71492 2.43055 -1.96740  0.38
C 4.66707 -4.63962 0.38696  -1.20
C 4.44960 -3.16541 0.73932  -0.30
C 3.09299 -2.73619 0.41184  0.19
N 2.02825 -2.39619 0.15434  -0.12
H 5.68621 -4.94386 0.62889  0.36
H 4.49423 -4.80663 -0.67547  0.33
H 3.97376 -5.27106 0.94186  0.32
H 5.14691 -2.52952 0.19238  0.26
H 4.61168 -2.99741 1.80516  0.27
C -1.43533 -0.66416 -2.11563  -0.25
C -2.25360 0.15810 -2.45343  -0.03
C -3.23975 0.99328 -3.05429  -0.11
C -2.95866 2.32524 -3.38311  -0.33
C -3.90352 3.10762 -4.02738  -0.63
C -5.15274 2.59033 -4.34303  -0.36
C -5.45157 1.27677 -3.99845  -0.49
C -4.51100 0.48626 -3.36150  -0.42
H -1.98377 2.72392 -3.13324  0.55
H -3.66784 4.13400 -4.28415  0.36
H -5.88768 3.20032 -4.85459  0.35
H -6.42486 0.86656 -4.24274  0.36
H -4.73224 -0.53973 -3.09813  0.46

## Properties
orbital gap = 4.1080 eV
energy above the lowest of the compared OMol25 structures with the same formula, charge and spin = 19.19 kJ/mol
molecular weight = 929.601 g/mol
total energy = -3123.45455 hartree
total charge = -2

> What is the orbital gap in the third record?

4.1080 eV

> The lowest energy above the lowest of the compared OMol25 structures with the same formula, charge and spin belongs to which entry?

C59H68N10O3

> Among the records above, which one has the highest energy above the lowest of the compared OMol25 structures with the same formula, charge and spin?

C7H10